Molecular formula: C3H4Br2O
Method: DFT, ωB97M-V/def2-TZVPD

Summary:
LUMO (hartree): 0.0283
Energy above the lowest of the compared OMol25 structures with the same formula, charge and spin (kcal/mol): 26.0
Frontier orbital gap (Eh): 0.32884
Highest occupied orbital energy (eV): -8.18

Each line ends with the natural charge from an NBO analysis.
Geometry (Å):
C1 1.86920 0.32975 0.16526  0.116
C2 3.24593 0.08334 -0.06617  -0.391
C3 -0.31721 -0.58675 -0.22984  -0.240
O1 1.07916 -0.70612 -0.10648  -0.500
Br1 4.47530 1.41701 0.27508  0.095
Br2 3.99958 -1.55458 -0.26237  0.141
H1 1.56115 1.34378 0.63817  0.213
H2 -0.62925 -1.58180 -0.03588  0.201
H3 -0.55886 -0.32676 -1.27317  0.187
H4 -0.68621 0.16387 0.57815  0.178